Density functional theory data (ωB97M-V/def2-TZVPD) for a molecular structure, C13H44AlBN13O29 at a distorted geometry.

## Properties
E_LUMO, eV: 0.63
Charge: -1

Geometry as XYZ:
```
101
C13H44AlBN13O29 | the OMol25 dataset | ωB97M-V/def2-TZVPD
O -0.15 0.08 -1.78
B -1.26 1.06 -2.03
O -1.14 2.51 -1.66
O -2.46 0.49 -2.72
Al -4.05 1.35 -2.18
H -0.19 -0.50 -2.61
H -0.95 2.95 -2.56
H -4.05 1.75 -0.63
H -5.23 0.27 -2.38
H -4.34 2.66 -3.04
C -1.82 -3.84 -2.39
N -0.48 -3.26 -2.65
O -0.42 -2.28 -3.41
O 0.48 -3.79 -2.08
H -2.56 -3.28 -2.96
H -1.79 -4.88 -2.73
H -2.01 -3.77 -1.32
C -3.35 2.70 3.17
N -3.98 2.57 1.82
O -4.22 1.42 1.42
O -4.22 3.62 1.22
H -3.20 1.70 3.58
H -2.40 3.21 3.03
H -4.03 3.28 3.79
C -1.33 -0.79 1.17
N -1.11 -0.51 2.61
O -1.32 0.64 3.00
O -0.72 -1.46 3.31
H -1.66 0.13 0.68
H -0.38 -1.13 0.75
H -2.09 -1.57 1.09
C -5.50 -4.53 -4.69
N -4.65 -4.34 -3.48
O -4.26 -5.36 -2.91
O -4.40 -3.18 -3.15
H -5.64 -5.60 -4.86
H -6.46 -4.04 -4.49
H -4.99 -4.06 -5.53
C 0.22 6.40 -1.07
N -0.41 6.27 -2.41
O -0.65 5.13 -2.81
O -0.65 7.32 -3.02
H 0.37 5.41 -0.65
H 1.17 6.91 -1.20
H -0.46 6.99 -0.44
C 1.86 -2.82 3.85
N 2.27 -4.25 3.81
O 3.06 -4.64 4.67
O 1.78 -4.95 2.90
H 2.37 -2.34 4.69
H 2.16 -2.37 2.90
H 0.78 -2.79 3.98
C 2.55 2.53 2.91
N 2.06 1.45 3.82
O 1.45 1.80 4.83
O 2.31 0.29 3.48
H 2.26 3.50 3.33
H 3.64 2.45 2.86
H 2.09 2.38 1.94
C 2.67 -1.70 -3.43
N 3.97 -1.14 -3.88
O 4.95 -1.89 -3.83
O 3.97 0.03 -4.28
H 2.82 -2.74 -3.11
H 2.32 -1.09 -2.59
H 1.98 -1.66 -4.27
C 2.52 2.16 7.80
N 2.11 3.40 8.51
O 3.00 4.21 8.81
O 0.90 3.53 8.76
H 3.60 2.19 7.65
H 2.24 1.31 8.42
H 2.00 2.15 6.84
C -9.11 -5.48 -1.74
N -8.32 -4.66 -2.71
O -8.67 -4.70 -3.90
O -7.37 -4.02 -2.25
H -9.91 -5.99 -2.28
H -8.42 -6.20 -1.29
H -9.52 -4.80 -1.00
C 2.10 7.78 -5.45
N 2.32 8.06 -4.00
O 2.10 9.21 -3.61
O 2.70 7.11 -3.30
H 1.76 8.69 -5.94
H 3.05 7.44 -5.87
H 1.33 7.00 -5.52
C 5.27 -5.86 -3.76
N 4.41 -5.76 -4.97
O 3.83 -4.69 -5.17
O 4.34 -6.77 -5.68
H 5.24 -4.90 -3.23
H 4.88 -6.66 -3.13
H 6.29 -6.08 -4.09
C 7.00 0.96 6.48
N 5.62 1.25 6.93
O 4.97 0.31 7.41
O 5.21 2.41 6.79
H 7.22 -0.09 6.66
H 7.06 1.19 5.41
H 7.68 1.60 7.05
```

Löwdin population analysis, charges in e, atoms 1 to 2:
1 O -0.017
2 B -0.672